[1]
Here is C14H20BN3Pt as an isolated structure in a non-equilibrium geometry from the Open Molecules 2025 dataset. Energies are from ωB97M-V/def2-TZVPD.

```
39
Properties=species:S:1:pos:R:3:mulliken_spin:R:1
C -4.31146 0.34732 -0.37805 0.0646
H -0.79527 -1.73842 -1.94942 0.0110
H 2.22456 1.32330 1.19534 0.0006
C -3.03710 -0.18815 -0.46911 0.0367
H 3.77685 -2.86821 -3.35926 0.0000
C 1.76279 -2.63555 -4.08429 -0.0001
H 0.84499 -2.05280 -3.94648 -0.0005
H 0.66265 -2.44118 -1.18943 0.0097
C 0.38785 4.04819 2.19099 0.0121
C 1.40138 2.02409 1.34384 -0.0371
H -5.15246 -0.21874 -0.78485 0.0045
H 2.84263 -3.54724 2.69309 0.0045
C 1.93099 -1.58356 1.92662 0.0949
H 2.02285 -2.61534 -5.15147 0.0000
H -5.55095 2.02593 0.26038 0.0118
B 2.44915 -2.45064 3.10127 -0.0007
H -1.77438 4.12365 1.97413 0.0155
C -2.14971 1.71065 0.60975 0.2088
H 2.79638 -1.91719 -2.23411 -0.0005
N -1.95716 0.51666 -0.03287 0.2088
N 0.20539 1.60162 0.88784 0.1198
N 1.50519 -0.93746 1.04155 -0.0152
C -3.44274 2.24572 0.74305 -0.0576
H 0.47491 5.01539 2.69783 0.0009
H 1.51332 -2.58635 3.87429 0.0255
H 3.36737 -1.18948 -3.74314 -0.0002
C -0.93266 2.33922 1.10238 0.0726
H 2.50293 3.57503 2.34749 0.0082
C -0.84748 3.57765 1.77512 0.0588
C -4.54733 1.59035 0.20912 0.1587
H 1.53850 -3.68140 -3.81985 0.0001
Pt 0.01083 -0.23282 -0.08664 0.8412
C -0.28395 -1.93108 -1.00913 -0.0177
H -0.91447 -2.59416 -0.40723 -0.0024
H -2.85385 -1.16595 -0.92246 0.0226
H 3.36899 -1.83314 3.65558 0.0029
H -3.54741 3.20289 1.24735 0.0120
C 1.52938 3.25704 1.98376 0.1242
C 2.97847 -2.11584 -3.29301 0.0010
```

LUMO level (alpha / beta) ... -0.351 / -3.253 eV
Multiplicity ... 3
HOMO-LUMO gap (alpha / beta) ... 5.51 / 6.00 eV
⟨S²⟩ ... 2.03

[2]
Here is an isolated ion of composition C9H13N4 and charge +1 in a non-equilibrium geometry from the Open Molecules 2025 dataset. Energies are from ωB97M-V/def2-TZVPD.

```
26
Properties=species:S:1:pos:R:3:lowdin_charge:R:1
H 0.59381 1.01747 1.58251 0.1347
N 1.65274 -2.26559 -1.40438 0.1749
H 0.17153 -2.00006 0.02663 0.1403
H 2.90761 0.11818 2.01798 0.1156
C -2.87461 0.73217 -1.58970 -0.0441
H -0.90284 1.00269 -2.33314 0.0848
N 0.60314 0.47407 -0.27078 0.0195
N 1.24499 0.80491 0.86235 -0.2474
C -3.65008 0.63428 -0.39876 -0.0851
C -3.03384 0.39622 0.81646 -0.0488
C 2.08710 -0.24403 1.45780 0.0117
H -3.32814 1.10892 -2.56412 0.1325
H -3.48370 0.15881 1.75514 0.0970
H 2.64959 -2.36338 1.23655 0.1527
H -1.04573 0.10786 1.75274 0.0909
H 1.02281 -2.82055 -1.97582 0.1370
H 2.30633 2.26748 -0.18494 0.1391
H 2.65864 -2.27116 -1.69999 0.1678
C 2.05477 -1.46750 0.90017 -0.0037
N 2.08207 2.01029 0.82872 0.0971
C -0.81919 0.60556 -0.28435 -0.3057
H -4.71410 0.72557 -0.42008 0.0972
C -1.46464 0.73508 -1.50181 -0.0417
H 1.60772 2.84775 1.25926 0.1252
C 1.19442 -1.79980 -0.25123 -0.1022
C -1.57907 0.35082 0.84881 -0.0393
```

Charge ... +1
LUMO level (alpha / beta) ... -4.012 / -4.013 eV
HOMO-LUMO gap (alpha / beta) ... 7.30 / 7.29 eV

[3]
Here is an isolated molecule of C4H7NOS in a non-equilibrium geometry from the Open Molecules 2025 dataset. Energies are from ωB97M-V/def2-TZVPD.

```
14
Properties=species:S:1:pos:R:3:lowdin_charge:R:1
S -0.28998 1.63211 -0.05420 0.7533
H 2.06080 0.00918 1.42742 0.1442
H 2.34078 -1.11046 -1.09855 0.1612
N -2.57881 -0.31493 0.02163 0.0692
H 0.29193 -1.92616 -0.06186 0.0541
C 0.40211 0.21820 -0.06346 -0.7784
C -0.29932 -1.08626 -0.11063 -0.1262
O 2.62811 -0.96006 -0.10639 -0.1113
C -1.66957 -1.29979 0.10863 -0.1506
H -3.60097 -0.52470 -0.12530 0.1362
H -2.41512 0.63090 -0.08363 -0.0335
H -2.11068 -2.22863 0.32513 0.1031
C 1.96302 0.13197 0.26164 -0.3917
H 2.72236 1.13640 0.00654 0.1704
```

LUMO level ... -0.062 eV
HOMO-LUMO gap ... 8.24 eV
SMILES ... N/C=C\C(=S)CO

In order of appearance, electronic energy = -853.77462 -569.36132 -684.70903 a.u..
In order of appearance, energy relative to the best compared isomer or geometry (same formula, charge and spin) = 0.000 5.135 2.668 eV.